A 2-piece molecular cluster, C2H6NO overall. Source: the OMol25 dataset; level of theory: the ωB97M-V functional and the def2-TZVPD basis.

Computed properties:
* largest force on an atom: 5.77 eV Å⁻¹
* 2S+1: 1
* total charge: +1
* E_HOMO: -14.709 eV
* electronic energy: -5696.454 eV

Each line ends with the Mulliken charge.
Positions of all 10 atoms, in Å:
C -1.280 -0.259 0.301  -0.52
C -0.207 0.197 -0.476  0.03
N 1.078 0.408 0.190  -0.27
O -1.164 1.069 -0.036  -0.30
H -2.712 -1.153 -0.571  0.26
H -1.223 -0.581 1.324  0.24
H -0.131 0.029 -1.473  0.48
H 0.777 0.609 1.251  0.44
H 1.375 1.256 -0.127  0.31
H 1.742 -0.315 0.048  0.32

---

A 2-piece molecular cluster, C2H6NO2 overall. Source: the OMol25 dataset; level of theory: the ωB97M-V functional and the def2-TZVPD basis.

Computed properties:
* largest force on an atom: 2.35 eV Å⁻¹
* 2S+1: 1
* total charge: -1
* E_HOMO: -3.715 eV
* electronic energy: -7756.692 eV

Each line ends with the Mulliken charge.
Positions of all 11 atoms, in Å:
C -0.937 1.504 -0.282  -0.56
O -0.045 0.915 -1.120  -0.62
H -1.496 0.839 0.381  0.22
H -1.624 2.188 -0.792  0.25
H -0.450 2.232 0.410  0.19
C 0.443 -1.694 0.361  0.01
N 1.405 -0.797 0.175  -0.70
O 0.551 -2.824 0.888  -0.68
H -0.558 -1.477 -0.048  0.23
H 0.592 0.180 -0.818  0.47
H 2.118 -1.066 0.846  0.19

---

A 2-piece molecular cluster, C2H6NO2 overall. Source: the OMol25 dataset; level of theory: the ωB97M-V functional and the def2-TZVPD basis.

Computed properties:
* largest force on an atom: 1.08 eV Å⁻¹
* 2S+1: 1
* total charge: +1
* E_HOMO: -15.536 eV
* electronic energy: -7749.139 eV

Each line ends with the Mulliken charge.
Positions of all 11 atoms, in Å:
C -1.314 1.722 -0.309  -0.08
N -0.103 1.721 -0.683  -0.09
H -1.728 0.832 0.153  0.26
H -1.903 2.632 -0.275  0.28
H 0.244 2.435 -1.317  0.28
H 0.453 0.859 -0.486  0.41
O 0.687 -0.492 0.438  -0.59
C 0.840 -1.657 0.720  0.24
O 0.862 -2.598 -0.200  -0.39
H 0.908 -1.993 1.763  0.32
H 1.054 -3.461 0.196  0.38

---

Relative energy (zero: lowest compared OMol25 entry of this formula, charge and spin) in eV, matching the order above: 5.0309, 1.5749, 0.7664